Entry 1:
{
  "formula": "C9H20BO4",
  "method": "wB97M-V/def2-TZVPD",
  "gap_ha": 0.245,
  "total_charge": -1,
  "species": ["O", "O", "O", "O", "C", "C", "C", "C", "C", "C", "C", "C", "C", "B", "H", "H", "H", "H", "H", "H", "H", "H", "H", "H", "H", "H", "H", "H", "H", "H", "H", "H", "H", "H"],
  "positions_angstrom": [[2.02, -0.06, 1.08], [-3.33, 0.52, -1.42], [-2.52, -0.69, -3.27], [1.41, 1.99, 1.64], [0.70, -2.12, -1.80], [-0.44, -1.98, -2.92], [1.74, 3.48, 3.54], [0.77, 2.93, 2.52], [1.37, 0.21, 3.33], [-1.05, -0.51, -3.08], [-3.17, -0.58, -2.01], [1.61, 0.69, 1.93], [-3.82, -1.85, -1.25], [1.78, -0.87, -1.74], [1.34, -0.06, -0.97], [-0.12, 2.48, 2.98], [0.97, -0.81, 3.29], [-4.95, -1.76, -1.44], [0.41, 3.74, 1.88], [2.32, 0.19, 3.87], [1.26, 4.23, 4.17], [-0.57, -0.06, -4.02], [1.97, -0.34, -2.81], [-0.05, -2.35, -3.93], [2.14, 2.69, 4.18], [2.80, -1.32, -1.28], [0.19, -2.34, -0.78], [-3.70, -1.76, -0.11], [0.65, 0.80, 3.89], [1.31, -3.06, -2.07], [2.60, 3.94, 3.03], [-1.31, -2.68, -2.60], [-0.94, 0.16, -2.17], [-3.38, -2.82, -1.64]],
  "mulliken_charge": [-0.511, -0.565, -0.389, -0.387, -0.652, -0.170, -0.960, -0.420, -1.067, -0.354, 0.680, 0.739, -0.813, 0.591, -0.393, 0.355, 0.290, 0.274, 0.318, 0.255, 0.350, 0.279, -0.280, 0.197, 0.264, -0.303, 0.155, 0.250, 0.355, 0.088, 0.298, 0.026, 0.225, 0.276]
}

=====

Entry 2:
{
  "formula": "C9H20CdNO8P2SSbSe4",
  "method": "wB97M-V/def2-TZVPD",
  "e_above_lowest_kcal_mol": 5.8,
  "gap_ha": 0.220,
  "total_charge": -2,
  "species": ["Sb", "Cd", "Se", "Se", "Se", "Se", "S", "P", "P", "O", "O", "O", "O", "O", "O", "O", "O", "N", "C", "C", "C", "C", "C", "C", "C", "C", "C", "H", "H", "H", "H", "H", "H", "H", "H", "H", "H", "H", "H", "H", "H", "H", "H", "H", "H", "H", "H"],
  "positions_angstrom": [[-0.65, 0.67, -3.63], [0.88, -0.75, -0.19], [-0.77, -0.23, -5.89], [-2.58, 2.00, -2.89], [1.48, 1.83, -3.16], [-0.41, -1.51, -2.26], [-0.44, 1.92, -0.20], [0.53, -2.12, 2.89], [-2.11, -1.75, 1.46], [-3.61, -1.71, 2.01], [-2.25, -2.59, 0.16], [-1.94, -2.37, 3.98], [0.67, 1.34, 0.70], [0.34, -0.59, 3.35], [1.18, -2.86, 3.99], [1.08, -2.18, 1.47], [-1.48, -0.41, 1.29], [3.15, -0.98, -1.03], [-1.75, 2.47, 0.91], [-1.23, -2.70, 2.76], [3.49, -1.20, -3.60], [-0.82, 4.58, 0.23], [-1.32, 3.82, 1.45], [-1.28, -4.20, 2.54], [4.52, -0.22, -4.15], [3.33, -1.08, -2.16], [0.08, 3.63, -0.55], [5.51, -0.38, -3.71], [-2.31, -4.55, 2.49], [-1.90, 1.68, 1.63], [4.59, -0.35, -5.23], [4.19, 0.80, -3.95], [-2.62, 2.54, 0.26], [-0.13, -0.12, 2.63], [-0.28, 5.49, 0.49], [-0.77, -4.69, 3.38], [-0.77, -4.46, 1.61], [3.75, -2.24, -3.82], [-3.55, -1.74, 2.98], [-1.32, -1.89, 4.55], [-1.67, 4.86, -0.39], [1.12, 3.64, -0.23], [-1.83, -2.20, -0.67], [2.50, -0.99, -4.02], [-0.51, 3.69, 2.18], [-2.15, 4.33, 1.96], [0.04, 3.75, -1.63]],
  "mulliken_charge": [0.770, 1.933, -0.814, -0.698, -0.775, -0.921, 0.730, 0.760, 0.676, -0.631, -0.415, -0.653, -1.114, -0.557, -0.782, -0.778, -0.540, -0.659, -0.538, 1.120, 0.249, -0.568, -0.617, -1.836, -0.966, 0.388, -0.680, 0.342, 0.371, 0.092, 0.299, 0.159, 0.359, 0.369, 0.312, 0.414, 0.353, 0.348, 0.425, 0.439, 0.289, 0.350, 0.142, -0.072, 0.235, 0.389, 0.298]
}

=====

Entry 3:
{
  "formula": "C9H20ClF3Mg2O7S",
  "method": "wB97M-V/def2-TZVPD",
  "multiplicity": 2,
  "gap_ha": [0.126, 0.199],
  "total_charge": 1,
  "s_squared": 0.76,
  "species": ["Cl", "S", "Mg", "Mg", "F", "F", "F", "O", "O", "O", "O", "O", "O", "O", "C", "C", "C", "C", "C", "C", "C", "C", "C", "H", "H", "H", "H", "H", "H", "H", "H", "H", "H", "H", "H", "H", "H", "H", "H", "H", "H", "H", "H"],
  "positions_angstrom": [[-2.61, -1.25, 1.03], [-5.81, -0.58, 2.40], [-2.68, 0.51, 2.77], [-4.23, -2.82, 0.40], [-6.54, -2.51, 4.24], [-8.15, -1.19, 3.59], [-6.68, -0.48, 4.90], [-6.74, 0.37, 1.71], [0.54, 1.23, -1.13], [2.78, -0.42, -1.73], [-5.50, -1.72, 1.53], [-4.55, 0.00, 2.95], [2.77, 2.18, -0.33], [1.29, -1.47, 0.04], [-0.53, 0.55, -1.75], [2.20, -2.45, -0.65], [3.83, 2.69, 0.47], [1.68, 3.17, -0.60], [3.65, 0.13, -2.74], [0.77, 2.53, -1.62], [0.74, -2.03, 1.31], [-6.82, -1.29, 3.89], [2.55, -1.76, -2.00], [-0.12, 3.13, -1.81], [0.19, -2.92, 1.03], [-0.24, -0.03, -2.63], [3.52, -2.20, -2.22], [4.11, 3.70, 0.19], [-0.82, -0.16, -0.97], [2.09, 4.09, -1.00], [1.33, 2.43, -2.55], [0.12, -1.28, 1.81], [1.66, -3.34, -0.99], [4.63, -0.34, -2.74], [1.10, 3.40, 0.29], [3.86, 1.17, -2.51], [-1.35, 1.22, -2.00], [2.97, -2.79, 0.05], [1.84, -1.98, -2.80], [3.21, -0.11, -3.71], [4.76, 2.12, 0.43], [1.63, -2.22, 1.91], [3.54, 2.73, 1.53]],
  "mulliken_charge": [-0.490, 1.144, 0.759, 0.834, -0.186, -0.196, -0.203, -0.548, -0.052, -0.046, -0.389, -0.358, -0.116, -0.099, -0.664, -0.611, -0.910, -0.561, -0.916, -0.726, -0.590, 0.620, -0.756, 0.497, 0.290, 0.176, 0.425, 0.359, -0.013, 0.419, 0.276, -0.096, 0.345, 0.365, 0.304, 0.154, 0.494, 0.426, 0.346, 0.374, 0.256, 0.370, 0.295]
}

=====

Entry 4:
{
  "formula": "C9H20ClF3MgO7S",
  "method": "wB97M-V/def2-TZVPD",
  "e_above_lowest_kcal_mol": 95.0,
  "gap_ha": 0.116,
  "species": ["Cl", "S", "Mg", "F", "F", "F", "O", "O", "O", "O", "O", "O", "O", "C", "C", "C", "C", "C", "C", "C", "C", "C", "H", "H", "H", "H", "H", "H", "H", "H", "H", "H", "H", "H", "H", "H", "H", "H", "H", "H", "H", "H"],
  "positions_angstrom": [[-0.78, 4.82, 1.16], [5.14, 0.89, 0.01], [-0.40, 1.16, 0.18], [6.21, -0.07, 2.41], [6.59, 2.08, 1.88], [7.69, 0.44, 0.85], [0.36, -1.63, -1.23], [-3.38, 0.51, 0.72], [0.18, 0.39, -2.67], [5.25, -0.38, -0.82], [3.79, 1.03, 0.60], [-1.98, 0.13, 2.65], [5.51, 2.01, -0.85], [-3.88, -0.49, 1.52], [6.52, 0.85, 1.43], [-0.33, -0.80, -3.36], [-3.37, -0.27, 2.89], [0.84, -2.80, -0.48], [-4.38, 1.18, -0.04], [0.70, 1.33, -3.66], [0.03, -2.01, -2.53], [-1.33, 0.47, 3.91], [-3.96, 0.46, 3.45], [-1.98, 1.20, 4.39], [-4.97, -0.43, 1.50], [-5.16, 1.59, 0.61], [-1.41, -0.65, -3.29], [0.19, -0.95, -4.30], [1.15, -2.57, 0.54], [1.72, 0.97, -3.76], [-1.25, -0.45, 4.50], [-3.50, -1.19, 3.46], [0.86, -2.61, -2.91], [1.66, -3.26, -1.02], [0.62, 2.37, -3.34], [-3.56, -1.43, 1.07], [0.18, -3.65, -0.34], [-4.88, 0.51, -0.74], [-0.34, 0.78, 3.58], [-0.77, -2.75, -2.63], [0.30, 1.30, -4.68], [-3.87, 1.92, -0.66]],
  "mulliken_charge": [-0.541, 1.066, 1.509, -0.225, -0.185, -0.197, -0.210, -0.243, -0.311, -0.700, -0.637, -0.286, -0.661, -0.535, 0.544, -0.455, -0.584, -0.886, -0.815, -0.908, -0.609, -0.707, 0.384, 0.305, 0.426, 0.336, 0.206, 0.394, 0.289, 0.383, 0.292, 0.385, 0.406, 0.334, 0.269, 0.230, 0.360, 0.362, 0.254, 0.401, 0.352, 0.209]
}